{"formula": "C6H11NO", "method": "the ωB97M-V functional and the def2-TZVPD basis", "relative_energy_kj_mol": 161.8, "gap_ev": 9.25, "smiles": "CCc1cc[nH]c1.O", "lumo_energy_ev": 0.87, "molar_mass_g_mol": 113.160, "multiplicity": 1, "species": ["C", "C", "C", "C", "C", "N", "C", "H", "H", "H", "H", "H", "H", "H", "H", "H", "O", "H", "H"], "coordinates": [[1.41846, -1.31102, -1.17665], [0.11223, -1.59194, -0.47593], [-0.09800, -0.61284, 0.58100], [-0.65435, 0.73970, 0.27970], [-0.88694, 1.35210, 1.49043], [-0.49537, 0.40771, 2.48479], [-0.10728, -0.75817, 1.94180], [1.36080, -1.64750, -2.19287], [1.62004, -0.16831, -1.07071], [2.17366, -1.88312, -0.55401], [-0.81099, -1.63704, -1.23135], [-0.03908, -2.60460, -0.19070], [-0.91388, 0.99747, -0.71713], [-1.20402, 2.39317, 1.78777], [-0.69840, 0.46475, 3.44354], [0.12895, -1.65265, 2.46933], [-0.19371, 2.79287, -2.45529], [-0.06834, 2.63722, -1.53195], [-0.64378, 2.08224, -2.88177]], "atomic_forces_ev_per_a": [[0.88, 0.85, 1.55], [-2.42, -0.18, -2.44], [-2.33, 1.83, 0.33], [0.90, -1.93, 1.85], [0.48, -0.33, 0.91], [-0.72, 1.69, -0.84], [0.40, -0.05, -2.02], [0.55, -0.06, -0.57], [-0.08, -2.11, -0.58], [-0.29, 0.87, -1.14], [1.73, 1.02, 1.17], [0.72, -1.04, 0.96], [-0.11, 0.58, -0.38], [0.30, -1.60, -0.44], [-0.20, 0.54, 1.08], [0.10, -0.16, 0.63], [0.54, 1.49, -0.81], [-0.06, -0.55, 0.70], [-0.40, -0.86, 0.04]]}